ORCA calculation (ωB97M-V/def2-TZVPD) on 2 unconnected molecules or ions with the total composition H3OS.

Calculated values
LUMO level, eV: 4.70
Total charge: -1
Kohn-Sham gap, eV: 7.345

Last column: Mulliken charge in e.
CARTESIAN COORDINATES (ANGSTROEM)
S 0.46421 1.71316 -0.81576  -0.89
H -0.80981 2.05129 -0.57048  -0.06
H -0.59075 -1.38427 0.24383  0.31
H 0.75874 -0.93001 0.27938  0.29
O 0.17762 -1.45017 0.86303  -0.65

ORCA calculation (ωB97M-V/def2-TZVPD) on 15 unconnected molecules or ions with the total composition C2H37N2O14.

Calculated values
LUMO level, eV: -2.42
Total charge: +1
Kohn-Sham gap, eV: 9.886

Last column: Mulliken charge in e.
CARTESIAN COORDINATES (ANGSTROEM)
C -0.87134 0.27993 -1.05708  -0.21
N -1.65942 -0.78893 -0.41768  -0.18
C 0.49650 -0.18546 -1.49947  -1.07
N 1.59291 -0.16404 -0.42680  0.45
H -0.83403 1.14565 -0.40620  0.39
H -1.34027 0.43974 -2.02803  0.37
H -1.15146 -1.12494 0.39241  -0.08
H -2.59848 -0.61738 -0.09241  0.33
H 0.77495 0.49556 -2.28084  0.37
H 0.45355 -1.21544 -1.84541  0.24
H 1.09248 0.30635 0.33257  -0.20
H 1.62487 -1.12042 -0.07558  0.52
H 2.49273 0.30411 -0.62093  0.34
H -2.78652 -2.00930 -1.51587  0.32
H -4.10220 -1.28743 -1.88407  0.31
O -3.69972 -2.14004 -1.84503  -0.71
H 3.45827 2.42459 -1.27779  0.29
H 4.38897 1.61881 -0.46584  0.31
O 3.65382 1.49946 -1.08377  -0.66
H 1.71558 0.76393 3.16141  0.45
H 1.71943 -0.63326 2.31736  0.20
O 1.91871 0.31284 2.32378  -0.66
H -0.26082 0.47240 -5.12347  0.35
H -0.42873 -0.42782 -4.06402  0.22
O 0.12333 0.36636 -4.23773  -0.61
H -0.81692 2.84984 2.13971  0.51
H -2.03383 2.74209 3.19525  0.29
O -1.13586 3.04245 3.05025  -0.70
H -4.36001 -2.70649 0.69699  0.29
H -3.60767 -3.70609 -0.16856  0.30
O -3.55176 -3.22185 0.65435  -0.59
H 1.88380 4.75312 -0.40237  0.31
H 1.37054 3.66213 -1.27191  0.31
O 1.70847 3.80571 -0.36607  -0.66
H -0.97557 -4.08397 -0.08584  0.26
H -0.33353 -3.67660 1.31470  0.27
O -0.31485 -3.56502 0.36736  -0.54
H -0.79903 -2.65828 -3.61967  0.29
H -2.27813 -2.04106 -3.46575  0.33
O -1.40923 -1.96335 -3.87206  -0.67
H 0.95174 1.95790 1.31685  0.17
H 0.37797 3.08134 0.35647  0.49
O 0.13431 2.28772 0.91822  -0.76
H 0.60580 2.07944 -3.39858  0.35
H 1.99105 2.71672 -3.77136  0.30
O 1.27891 2.72018 -3.12875  -0.61
H -0.07082 -1.21297 3.24127  0.33
H -0.87389 -2.34243 3.70375  0.28
O -0.75345 -1.80918 2.90922  -0.57
H 0.84818 2.65208 4.00832  0.33
H -0.10371 1.73025 4.51272  0.37
O 0.86124 1.81664 4.49734  -0.72
H 2.50543 -2.43824 3.93341  0.25
H 1.29855 -2.98897 3.16613  0.31
O 1.82917 -2.19838 3.28910  -0.59

ORCA calculation (ωB97M-V/def2-TZVPD) on a single C17H13ClN2O3 molecule.

Calculated values
LUMO level, eV: 0.41
SMILES: O=C(Cc1ccc(Cl)cc1)OCc1nnc(-c2ccccc2)o1
Kohn-Sham gap, eV: 9.324

Last column: Mulliken charge in e.
CARTESIAN COORDINATES (ANGSTROEM)
O -0.38676 0.94124 -0.40073  -0.59
C 0.33818 1.46012 -1.20343  0.85
C 0.64991 2.93771 -1.29605  -1.00
C -0.62692 3.72954 -1.38522  0.40
C -1.00022 4.34308 -2.57317  -0.35
C -2.18324 5.05555 -2.66058  -0.69
C -3.00424 5.14496 -1.54874  0.37
Cl -4.48356 6.03448 -1.64965  -0.22
C -2.65361 4.53017 -0.35717  -0.70
C -1.46577 3.82694 -0.28131  -0.14
O 0.98001 0.77709 -2.16623  -0.33
C 0.82070 -0.63086 -2.12674  -0.37
C 1.29193 -1.18713 -0.82792  0.77
N 2.25372 -0.74440 -0.08666  -0.51
N 2.32263 -1.54676 0.98773  -0.36
C 1.39934 -2.45155 0.85512  0.45
C 1.10403 -3.53400 1.76493  0.30
C 0.09775 -4.45322 1.47375  -0.35
C -0.16541 -5.48367 2.35618  -0.59
C 0.56683 -5.60209 3.52673  -0.36
C 1.56719 -4.68664 3.81844  -0.55
C 1.84021 -3.65368 2.94371  -0.44
O 0.70256 -2.27517 -0.29747  -0.35
H 1.28854 3.10724 -2.16139  0.34
H 1.19228 3.20443 -0.38622  0.29
H -0.36083 4.26986 -3.44060  0.34
H -2.46798 5.53609 -3.58336  0.41
H -3.30358 4.60383 0.50040  0.41
H -1.19068 3.33758 0.63978  0.39
H 1.41953 -1.01700 -2.95603  0.27
H -0.23266 -0.90440 -2.26243  0.25
H -0.46924 -4.35312 0.56041  0.42
H -0.94423 -6.19702 2.13117  0.39
H 0.35694 -6.40880 4.21325  0.38
H 2.13439 -4.78118 4.73216  0.39
H 2.61226 -2.92923 3.14731  0.47